83
Properties=species:S:1:pos:R:3:lowdin_charge:R:1 method="wB97M-V/def2-TZVPD" multiplicity=1 homo_lumo_gap_ev=6.18 e_homo_ev=-3.856 total_charge=-1 total_energy_ha=-1422.2679
C -4.3020 -3.4903 -1.6602 -0.058
C -3.1666 -3.3169 -1.0300 -0.228
C -1.8696 -3.8937 -1.4645 -0.150
B -0.8535 -2.8190 -2.2134 -0.587
C 0.1090 -3.7339 -3.2215 -0.096
C 0.0745 -1.9397 -1.1192 -0.141
C 1.5266 -2.4085 -0.9831 -0.237
C 2.3149 -1.7251 0.1606 -0.214
C 2.3817 -0.2043 0.0261 -0.196
C 2.7471 0.4976 1.3526 -0.227
C 1.5872 0.5678 2.3554 -0.194
C 0.5682 1.6687 1.9599 -0.205
C -0.1750 2.1118 3.2286 -0.192
C -1.4621 2.9432 3.0077 -0.201
C -2.2982 2.5557 1.7799 -0.204
C -3.2418 1.3737 2.0957 -0.170
C -3.0153 0.1363 1.2196 -0.224
O -1.8573 -0.5407 1.6593 -0.196
C -2.1057 -1.4077 2.7296 -0.117
B -1.6687 -1.6707 -3.1657 -0.476
O -2.5046 -0.6341 -2.6358 0.069
O -1.4972 -1.6888 -4.5750 0.015
C -2.6347 -1.2932 -5.3155 -0.269
C -2.7056 0.2338 -5.5661 -0.074
H -4.4177 -4.2801 -2.3894 0.047
H -5.1677 -2.8666 -1.4751 0.033
H -3.1819 -2.7078 -0.1364 0.090
H -1.3504 -4.2274 -0.5495 0.096
H -2.0496 -4.8011 -2.0508 0.092
H -0.5586 -4.2797 -3.8963 0.040
H 0.6098 -4.5140 -2.6327 0.039
H 0.8259 -3.1440 -3.7931 0.041
H -0.3896 -1.9690 -0.1282 0.088
H 0.0983 -0.8930 -1.4444 0.077
H 1.5028 -3.4782 -0.7593 0.101
H 2.0920 -2.2943 -1.9107 0.103
H 3.3253 -2.1417 0.1609 0.100
H 1.8338 -2.0067 1.0972 0.097
H 3.1691 0.0248 -0.6967 0.103
H 1.4234 0.1947 -0.2882 0.091
H 3.6234 0.0471 1.8099 0.064
H 3.0447 1.5233 1.0995 0.070
H 1.9987 0.7764 3.3418 0.102
H 1.0593 -0.3846 2.3241 0.099
H 1.1637 2.4987 1.5840 0.088
H -0.0688 1.2132 1.2125 0.089
H 0.5210 2.7601 3.7656 0.104
H -0.3500 1.2535 3.8784 0.102
H -1.2819 4.0180 3.0046 0.095
H -2.1070 2.7646 3.8713 0.094
H -2.9560 3.4050 1.5745 0.094
H -1.7163 2.4034 0.8757 0.093
H -4.2714 1.7002 1.9249 0.105
H -3.1977 1.0864 3.1444 0.097
H -3.9047 -0.4961 1.3110 0.112
H -2.9256 0.4287 0.1758 0.123
H -2.1985 -0.8556 3.6731 0.077
H -1.2544 -2.0707 2.8536 0.089
H -3.0025 -2.0124 2.5786 0.085
H -3.4240 -0.8890 -2.7927 0.072
H -3.5660 -1.6865 -4.8998 0.109
H -2.5297 -1.7636 -6.2971 0.107
H -2.8615 0.4829 -6.6111 0.056
H -3.5098 0.6291 -4.9467 0.058
H -1.7980 0.6740 -5.1671 0.075
C 6.2094 -0.0790 4.1194 -0.110
C 5.1071 -1.0110 3.8961 -0.285
N 4.2485 -1.7315 3.6839 0.146
H 6.8522 -0.0629 3.2444 0.068
H 5.8199 0.9129 4.2874 0.034
H 6.7943 -0.3895 4.9860 0.075
C 5.4388 2.9118 -0.0442 -0.053
C 5.5302 2.4721 1.3452 -0.249
N 5.5756 2.1185 2.4281 0.167
H 6.0492 3.8007 -0.1908 0.078
H 5.7908 2.1216 -0.7041 0.086
H 4.4028 3.1430 -0.2862 0.083
C -1.4131 5.1715 -1.5485 -0.064
C -0.1966 4.8386 -0.8103 -0.278
N 0.7461 4.5764 -0.2252 0.142
H -2.2427 4.5734 -1.1763 0.077
H -1.6457 6.2267 -1.4195 0.078
H -1.2704 4.9629 -2.6067 0.082

16
Properties=species:S:1:pos:R:3:lowdin_charge:R:1 method="wB97M-V/def2-TZVPD" de_lowest_kcal_mol=63.1 multiplicity=1 homo_lumo_gap_ev=7.87 e_homo_ev=-7.243 total_energy_ha=-727.3863
C 0.7324 0.2713 0.5608 -0.032
C 1.9260 0.8575 -1.5750 -0.119
C 1.6848 1.2156 -0.0828 -0.233
C -0.4878 -0.6359 2.3758 -0.720
N 0.2924 -0.0650 1.5820 -0.034
N -2.6399 -2.3519 0.5225 0.025
Cl 0.0354 -1.9147 3.3312 0.635
H -3.1148 -3.2047 0.3542 -0.009
H 2.0069 -0.2838 -1.5269 0.091
H 1.1997 1.0406 -2.3631 0.063
H 2.8583 1.3409 -1.8654 0.059
H 2.6769 1.1601 0.4972 0.140
H 1.4555 2.2507 0.1212 0.097
H -1.4362 -0.2323 2.3312 0.057
H -2.9526 -1.9689 1.3790 -0.025
H -1.6443 -2.5064 0.7551 0.007

36
Properties=species:S:1:pos:R:3:lowdin_charge:R:1 method="wB97M-V/def2-TZVPD" de_lowest_kcal_mol=116.6 multiplicity=1 homo_lumo_gap_ev=10.22 e_homo_ev=-10.142 smiles=CO.CO.CO.CO.CO.CO total_energy_ha=-694.2666
C 0.4012 -2.0850 5.7674 -0.171
O 1.1407 -2.0482 4.5757 -0.124
H 0.6172 -2.9134 6.4421 0.077
H 0.5958 -1.1478 6.2889 0.074
H -0.6570 -2.2309 5.5505 0.074
H 0.8714 -1.3638 3.9587 0.030
C 1.1201 0.8531 2.8342 -0.151
O -0.1108 0.2480 3.0595 -0.137
H 0.8867 1.8345 2.4212 0.086
H 1.5069 1.1861 3.7974 0.086
H 1.9012 0.3496 2.2648 0.107
H -0.7564 0.7583 3.5538 0.112
C 2.4781 -1.0407 -3.7606 -0.153
O 2.6381 -0.9712 -5.1938 -0.131
H 1.7870 -1.7998 -3.3942 0.080
H 3.4205 -1.2045 -3.2380 0.070
H 2.1732 -0.0492 -3.4257 0.062
H 2.9934 -0.1341 -5.5013 0.071
C 0.1766 -0.3081 -0.5758 -0.148
O -0.4828 -0.9442 0.5516 -0.132
H 0.3594 0.7521 -0.4007 0.072
H 1.2032 -0.6342 -0.7428 0.061
H -0.3811 -0.5047 -1.4915 0.073
H -0.2027 -0.4976 1.3539 0.005
C -0.4117 1.0811 -5.1306 -0.180
O -1.5553 1.8720 -5.3475 -0.118
H 0.4965 1.6541 -4.9433 0.078
H -0.6922 0.5742 -4.2074 0.066
H -0.2556 0.2890 -5.8629 0.080
H -2.1958 1.2624 -5.7212 0.075
C -3.1338 0.9284 0.8722 -0.151
O -3.4704 2.1855 1.4765 -0.122
H -3.5349 0.0976 1.4526 0.086
H -3.7306 0.7502 -0.0224 0.074
H -2.1493 0.9370 0.4043 0.061
H -3.0468 2.2647 2.3343 0.057

18
Properties=species:S:1:pos:R:3:lowdin_charge:R:1 method="wB97M-V/def2-TZVPD" de_lowest_kcal_mol=18.5 multiplicity=1 homo_lumo_gap_ev=6.49 e_homo_ev=-7.905 total_energy_ha=-1790.8857
K 0.7172 32.6835 3.0844 0.933
C 0.4348 35.7503 1.0894 -0.597
F -0.3217 35.3088 0.0163 0.080
F -0.3633 35.7575 2.1668 0.092
F 1.3914 34.8189 1.2535 0.040
S 1.3502 37.4438 0.8162 0.499
O 1.9380 37.8152 2.1192 -0.357
O 2.3055 37.4076 -0.3062 -0.343
O 0.2017 38.2759 0.4375 -0.366
O -1.4099 32.5867 1.1551 -0.082
H -1.6994 31.7343 0.8298 0.047
H -2.1968 32.9790 1.5336 0.051
O 0.7296 29.8431 3.0917 -0.093
H -0.1251 29.4685 3.3050 0.047
H 1.1011 29.2413 2.4467 0.054
O 1.1135 35.1027 4.7203 -0.082
H 0.5550 35.7635 4.3108 0.030
H 0.9303 35.1806 5.6566 0.046

35
Properties=species:S:1:pos:R:3:lowdin_charge:R:1 method="wB97M-V/def2-TZVPD" de_lowest_kcal_mol=8.0 multiplicity=1 homo_lumo_gap_ev=8.77 e_homo_ev=-7.966 smiles=Cc1c[nH]c2ccccc12.Cc1ccc(O)cc1 total_energy_ha=-749.8876
C -2.5231 -0.0462 -0.4283 -0.034
C -1.3723 -0.1883 -1.3601 -0.241
C -0.9945 0.7161 -2.2957 -0.082
N 0.2269 0.3680 -2.8515 0.082
C 0.6096 -0.8316 -2.2973 -0.225
C 1.7565 -1.6023 -2.5233 -0.025
C 1.8855 -2.7814 -1.8259 -0.100
C 0.9430 -3.1556 -0.8521 -0.103
C -0.1859 -2.3982 -0.6371 -0.030
C -0.3364 -1.1861 -1.3266 -0.158
H -2.2457 0.4622 0.5019 0.070
H -2.9481 -0.9942 -0.1085 0.074
H -3.3201 0.5634 -0.8601 0.081
H -1.5190 1.5830 -2.6680 0.124
H 0.7389 0.9678 -3.4705 0.149
H 2.5087 -1.2549 -3.2217 0.107
H 2.8052 -3.3452 -1.9203 0.098
H 1.1236 -3.9726 -0.1685 0.095
H -0.9119 -2.6476 0.1283 0.111
C -0.8832 3.1609 0.6972 -0.053
C -0.1684 2.0349 1.3852 -0.292
C -0.3656 1.7385 2.7333 -0.045
C 0.2304 0.6192 3.3109 -0.013
C 1.0759 -0.1677 2.5479 -0.317
O 1.8179 -1.1358 3.2179 0.015
C 1.3831 0.1683 1.2394 -0.001
C 0.6482 1.1842 0.6437 -0.053
H -1.8190 3.3683 1.2227 0.076
H -1.2122 2.8996 -0.3105 0.063
H -0.3220 4.0927 0.6557 0.080
H -1.1609 2.2915 3.2217 0.109
H 0.0445 0.4463 4.3620 0.114
H 1.5303 -2.0220 2.9815 0.098
H 2.1739 -0.3217 0.6868 0.122
H 0.7864 1.3864 -0.4101 0.103

24
Properties=species:S:1:pos:R:3:lowdin_charge:R:1 method="wB97M-V/def2-TZVPD" multiplicity=1 homo_lumo_gap_ev=7.76 e_homo_ev=-8.525 total_energy_ha=-5253.7485
Pt 0.7492 0.0375 0.0071 0.813
Cl 3.1175 0.3855 0.0063 0.747
C 2.4963 2.0462 0.0026 -0.660
C 1.1297 1.9830 0.0023 -0.429
C 0.4533 3.1922 -0.0007 -0.689
Cl -1.2749 3.2186 -0.0011 0.673
C 1.1701 4.3939 -0.0031 -0.692
Cl 0.3308 5.8917 -0.0066 0.700
C 2.5717 4.3938 -0.0026 -0.696
Cl 3.4462 5.8721 -0.0055 0.700
C 3.2667 3.1860 0.0003 -0.705
Cl 4.9779 3.0909 0.0010 0.721
Cl -4.7026 -4.4145 -0.0019 0.682
C -3.1340 -3.7058 -0.0008 -0.713
C -2.9910 -2.3295 0.0024 -0.703
Cl -4.3522 -1.2766 0.0055 0.708
C -1.7133 -1.7933 0.0032 -0.520
Cl -1.4999 -0.0413 0.0073 0.730
C -0.5421 -2.5463 0.0010 -0.487
O 0.6421 -2.0009 0.0019 -0.311
C -0.7153 -3.9457 -0.0024 -0.611
Cl 0.7046 -4.9132 -0.0054 0.734
C -1.9815 -4.5072 -0.0033 -0.690
Cl -2.1492 -6.2171 -0.0074 0.699

17
Properties=species:S:1:pos:R:3:lowdin_charge:R:1 method="wB97M-V/def2-TZVPD" de_lowest_kcal_mol=23.5 multiplicity=1 homo_lumo_gap_ev=9.64 e_homo_ev=-9.757 smiles="O=Cc1ccc(CCl)cc1" total_energy_ha=-844.3908
O 3.8099 -0.4232 -0.6877 0.041
C 2.9791 0.4602 -0.4500 -0.161
C 1.5239 0.1478 -0.1679 -0.244
C 1.0703 -1.0296 -0.2099 -0.099
C -0.2800 -1.2697 0.0604 -0.018
C -1.1883 -0.1925 0.2134 -0.317
C -2.6007 -0.3112 0.5297 -0.516
Cl -3.6376 0.1106 -0.9160 0.516
C -0.6553 1.1479 0.1951 0.017
C 0.7817 1.3818 -0.0200 0.059
H 3.2537 1.4066 -0.4197 0.068
H 1.7504 -2.0246 -0.4511 0.193
H -0.6537 -2.4555 0.1175 0.174
H -2.9769 0.2183 1.3451 0.055
H -2.9712 -1.3971 0.6171 0.093
H -1.3333 1.8726 0.3023 0.058
H 1.1279 2.3574 -0.0584 0.082

57
Properties=species:S:1:pos:R:3:lowdin_charge:R:1 method="wB97M-V/def2-TZVPD" de_lowest_kcal_mol=60.7 multiplicity=1 homo_lumo_gap_ev=4.16 e_homo_ev=0.416 total_charge=-2 total_energy_ha=-4082.5742
C -1.1805 -0.9641 -4.9320 -0.302
C -1.2299 -1.9518 -3.9388 -0.325
C -1.9429 -1.4176 -2.8376 -0.332
H -0.7695 -2.9218 -3.9778 0.076
C -2.3471 -0.1116 -3.1682 -0.261
C -1.8501 0.1897 -4.4441 -0.292
H -1.9692 1.1261 -4.9601 0.086
H -0.7060 -1.0579 -5.8922 0.090
H -2.1027 -1.9047 -1.8945 0.073
H -2.8822 0.5608 -2.5264 0.089
Sr -0.0057 -0.2051 -3.1121 1.049
Br 0.8016 -2.0490 -1.5324 0.147
C 1.9622 0.9386 -2.7587 -0.306
C 1.1417 1.7060 -3.6214 -0.278
C 0.9793 0.9804 -4.8097 -0.310
H 0.6886 2.6501 -3.3812 0.089
C 1.6856 -0.2451 -4.6812 -0.284
C 2.3168 -0.2455 -3.4288 -0.335
H 2.9105 -1.0418 -3.0241 0.054
H 2.2240 1.1909 -1.7487 0.067
H 0.4094 1.2929 -5.6659 0.088
H 1.7406 -1.0317 -5.4129 0.092
N 0.2317 0.2755 -0.3248 -0.414
P -0.0040 0.3451 1.2936 0.702
C -1.3073 -0.8608 1.8126 -0.265
C -2.4546 -0.4072 2.4908 -0.101
C -3.4074 -1.3176 2.9593 -0.121
C -3.2191 -2.6876 2.7655 -0.130
C -2.0786 -3.1468 2.1009 -0.093
C -1.1271 -2.2378 1.6244 -0.085
C 1.6246 -0.4070 1.8186 -0.265
C 2.6604 -0.5769 0.8754 -0.113
C 3.8552 -1.1993 1.2152 -0.096
C 4.0434 -1.6731 2.5091 -0.130
C 3.0333 -1.5120 3.4639 -0.125
C 1.8275 -0.8782 3.1243 -0.114
C -0.3070 2.0112 2.0069 -0.290
C -0.3252 2.1032 3.4088 -0.113
C -0.5934 3.3155 4.0403 -0.116
C -0.8543 4.4509 3.2744 -0.125
C -0.8407 4.3708 1.8757 -0.100
C -0.5646 3.1499 1.2365 -0.071
H -2.6142 0.6475 2.6694 0.087
H -4.2871 -0.9622 3.4827 0.081
H -3.9515 -3.3925 3.1389 0.079
H -1.9259 -4.2097 1.9666 0.091
H -0.2373 -2.6102 1.1392 0.058
H 2.5615 -0.2406 -0.1377 0.041
H 4.6281 -1.3215 0.4647 0.096
H 4.9708 -2.1678 2.7646 0.078
H 3.1833 -1.8921 4.4643 0.075
H 1.0491 -0.7870 3.8675 0.080
H -0.1400 1.2290 4.0187 0.087
H -0.6064 3.3674 5.1227 0.085
H -1.0707 5.3894 3.7690 0.081
H -1.0537 5.2541 1.2904 0.085
H -0.5716 3.0927 0.1572 0.090